The following is a DFT calculation (ωB97M-V/def2-TZVPD) of one molecule with the formula CH6N2.

XYZ file:
```
9
Properties=species:S:1:pos:R:3:forces:R:3:lowdin_charge:R:1
N -0.09016 1.15895 0.48556 -0.92 -0.60 3.53 -0.01
C 0.45213 -0.05313 0.00230 1.93 0.80 -3.57 -0.41
N -0.40932 -1.13639 -0.30923 -1.30 0.60 0.32 0.00
H -0.84339 1.43149 -0.02234 -3.43 0.30 -1.71 0.02
H 0.45965 1.93810 0.31295 2.23 1.28 0.01 0.04
H 1.21995 -0.35465 0.72882 0.17 -0.06 -0.77 0.11
H 0.77773 0.32653 -1.07073 1.09 -1.34 1.68 0.13
H -0.14592 -2.00483 0.08413 0.06 -0.69 0.13 0.05
H -0.68438 -1.17574 -1.28090 0.17 -0.29 0.37 0.07
```
Forces are in eV/Å.

M (g mol⁻¹): 46.1
LUMO (eV): 1.1
Relative energy (zero: lowest compared OMol25 entry of this formula, charge and spin) (kcal per mole): 23.1
Structure (SMILES): NCN